Record 1
The ion CH3N2OS with charge +1. Source: the OMol25 dataset; level of theory: the ωB97M-V functional and the def2-TZVPD basis.

Results
Energy relative to the best compared isomer or geometry (same formula, charge and spin)   320.5 kJ/mol
Spin multiplicity   1
E_LUMO (spin up / spin down)   -7.17 / -7.17 eV
Net charge   +1
Molar mass   91.115 u

Structure (XYZ):
```
8
Properties=species:S:1:pos:R:3:nbo_charge:R:1
C -0.64932 -0.39031 -0.07886 -0.24
N -0.08962 0.86261 0.19353 -0.76
N 0.66433 -1.42047 0.18053 0.33
O 1.67647 -0.80672 0.09449 -0.17
S 1.45844 0.94543 -0.24246 0.78
H -0.79362 -0.37745 -1.20347 0.26
H -0.38679 1.51305 0.98579 0.46
H -1.87990 -0.32615 0.07044 0.34
```

---

Record 2
A structure of composition C36H40N6O6PtS. Source: the OMol25 dataset; level of theory: the ωB97M-V functional and the def2-TZVPD basis.

Results
Energy relative to the best compared isomer or geometry (same formula, charge and spin)   40.7 kJ/mol
Spin multiplicity   1
E_LUMO (spin up / spin down)   0.18 / 0.18 eV
Net charge   0
Molar mass   879.897 u

Structure (XYZ):
```
90
Properties=species:S:1:pos:R:3:mulliken_charge:R:1
Pt 0.32870 -0.11873 0.04216 1.30
C -0.47973 -6.52811 2.38435 -1.37
C -1.56815 -5.72660 3.04291 0.67
C -2.46796 -6.31757 3.91969 -0.72
C -3.47295 -5.58485 4.53366 -0.72
C -3.59941 -4.23461 4.25346 -0.96
C -2.72489 -3.62149 3.36885 -0.19
C -1.70454 -4.35950 2.77645 0.06
N -0.79796 -3.79704 1.84138 0.30
C -0.49526 -2.46980 1.67968 0.65
N -0.48100 -1.74246 2.79899 0.24
C -0.30954 -0.35081 2.98395 0.63
C -0.04842 0.51197 1.93070 -1.94
C 0.04473 1.87286 2.22664 0.53
C -0.09872 2.34286 3.51916 -1.17
C -0.33257 1.45288 4.55596 -0.88
C -0.44249 0.09729 4.30719 1.72
C -0.69406 -0.86966 5.43581 -1.56
N -0.20570 -2.00658 0.49067 0.24
C -0.24377 -2.91105 -0.62795 -0.95
C -1.31113 -2.79972 -1.51237 -0.46
C -1.35650 -3.58848 -2.64728 -0.88
C -0.32433 -4.48228 -2.90006 -0.83
C 0.73044 -4.59135 -2.00881 -1.29
C 0.79602 -3.81857 -0.84900 1.94
C 1.95043 -3.98619 0.10508 -1.11
H -0.44698 -7.53651 2.79183 0.43
H 0.49695 -6.06441 2.53591 0.26
H -0.63854 -6.61697 1.30458 0.31
H -2.37043 -7.37627 4.12822 0.38
H -4.15581 -6.06834 5.21906 0.39
H -4.39173 -3.65301 4.70603 0.42
H -2.85911 -2.57767 3.11871 0.69
H -0.59101 -4.37231 1.03965 0.28
H -0.60498 -2.27978 3.64076 0.31
H 0.23536 2.57653 1.43109 0.62
H -0.02144 3.40369 3.71931 0.49
H -0.43711 1.81304 5.57224 0.36
H -0.75983 -0.33287 6.37989 0.42
H 0.11646 -1.59845 5.53471 0.37
H -1.63080 -1.42107 5.31014 0.31
H -2.07668 -2.06298 -1.30218 0.46
H -2.18343 -3.49444 -3.33849 0.46
H -0.33657 -5.08896 -3.79623 0.44
H 1.53553 -5.28815 -2.21222 0.52
H 2.84790 -4.27675 -0.44123 0.52
H 1.74710 -4.78161 0.82810 0.15
H 2.16894 -3.08128 0.67210 0.02
C 2.92815 -0.67638 -3.31967 -2.07
C 2.22844 -0.69399 -2.00620 0.63
N 0.96125 -0.55870 -1.88502 1.15
O 0.15636 -0.33512 -2.95712 -0.75
C 2.93615 -0.86059 -0.73176 0.10
C 4.36941 -1.25747 -0.67545 -2.28
N 2.25532 -0.64280 0.37167 1.00
O 2.66273 -0.95641 1.52322 -0.79
H 2.40799 -0.00110 -3.99700 0.44
H 2.92011 -1.67216 -3.76896 0.33
H 3.95558 -0.34316 -3.19676 0.46
H -0.68715 -0.10408 -2.48356 0.25
H 4.58581 -2.06306 -1.37974 0.39
H 4.61366 -1.57982 0.33296 0.43
H 5.00101 -0.40232 -0.93387 0.42
C -2.90075 1.55303 -2.22283 -1.63
C -2.13063 1.50830 -0.91087 1.28
C -3.05529 1.73911 0.27706 -1.32
O -1.50700 0.24258 -0.81831 -0.40
H -3.39364 2.51996 -2.34284 0.42
H -3.66290 0.77057 -2.24185 0.31
H -2.23518 1.40931 -3.07701 0.39
H -1.38226 2.30420 -0.93202 -0.59
H -3.88124 1.02346 0.25676 0.32
H -3.47118 2.74980 0.25785 0.41
H -2.51241 1.60716 1.21273 0.24
O 4.49599 2.74536 -2.87969 -0.70
S 4.09499 3.08367 -1.54183 1.10
O 5.11302 3.34654 -0.56876 -0.69
N 3.04959 1.94692 -0.99570 -0.19
C 1.85095 2.42560 -0.86638 0.34
O 0.77880 1.80095 -0.54893 -0.35
C 1.71018 3.89162 -1.16055 0.24
C 0.59329 4.69930 -1.04410 -0.39
C 0.73307 6.04827 -1.34750 -0.88
C 1.95862 6.56480 -1.75931 -0.51
C 3.07820 5.74877 -1.87433 -0.60
C 2.92078 4.41358 -1.56802 -0.19
H -0.35402 4.28592 -0.72586 0.54
H -0.11885 6.70957 -1.25805 0.40
H 2.04145 7.61857 -1.99123 0.38
H 4.03384 6.14436 -2.19080 0.45
```

---

Record 3
The ion C4H12NO2 with charge +1. Source: the OMol25 dataset; level of theory: the ωB97M-V functional and the def2-TZVPD basis.

Results
SMILES   C[N+](C)(C)C(O)O
Energy relative to the best compared isomer or geometry (same formula, charge and spin)   279.3 kJ/mol
Spin multiplicity   1
E_LUMO   -2.88 eV
Net charge   +1
Molar mass   106.145 u

Structure (XYZ):
```
19
Properties=species:S:1:pos:R:3:nbo_charge:R:1
C -0.55088 0.55378 -1.25202 -0.45
C 0.27130 1.34501 0.76717 -0.44
C 1.63111 -0.19930 -0.45593 -0.44
C -0.49966 -0.94530 0.58962 0.56
N 0.23787 0.21355 -0.14922 -0.28
O -1.74620 -0.42362 0.93198 -0.72
O -0.55214 -2.02915 -0.17347 -0.68
H 0.08310 1.17776 -1.87636 0.24
H -0.83765 -0.31440 -1.96763 0.26
H -1.50860 1.00833 -0.89603 0.26
H -0.79865 1.77846 0.80594 0.26
H 0.61960 1.05887 1.79382 0.25
H 1.10541 2.13188 0.36942 0.25
H 1.55739 -0.96010 -1.26867 0.25
H 2.40541 0.65492 -0.62404 0.27
H 1.91660 -0.84400 0.38183 0.24
H 0.23249 -1.20933 1.63037 0.17
H -2.08403 -0.80327 1.67771 0.51
H -1.48249 -2.19409 -0.28448 0.51
```

---

Record 4
The molecule C2H4OS3. Source: the OMol25 dataset; level of theory: the ωB97M-V functional and the def2-TZVPD basis.

Results
SMILES   C[C@@H]1S[S@@]1(=O)=S
Energy relative to the best compared isomer or geometry (same formula, charge and spin)   253.2 kJ/mol
Spin multiplicity   1
E_LUMO   -0.86 eV
Net charge   0
Molar mass   140.254 u

Structure (XYZ):
```
10
Properties=species:S:1:pos:R:3:nbo_charge:R:1
C -1.08344 -0.35335 0.45131 -0.54
C 0.15861 0.07420 -0.38568 -0.63
O -2.36141 0.59350 -1.61290 -0.90
S -4.16476 0.76902 0.63024 -0.32
S -1.95209 -1.94324 -0.06749 0.01
S -2.64282 0.05820 -0.29497 1.41
H -0.76616 -0.06392 1.50029 0.27
H 0.11719 0.36170 -1.45713 0.25
H 0.97414 -0.59151 -0.33937 0.23
H 0.34456 1.07850 0.13085 0.22
```

---

Record 5
A structure of composition C9H8DyN4S2. Source: the OMol25 dataset; level of theory: the ωB97M-V functional and the def2-TZVPD basis.

Results
Energy relative to the best compared isomer or geometry (same formula, charge and spin)   70.2 kJ/mol
Spin multiplicity   6
E_LUMO (spin up / spin down)   -7.35 / -5.06 eV
Net charge   +1
Molar mass   398.825 u
⟨S²⟩   9.618

Structure (XYZ):
```
24
Properties=species:S:1:pos:R:3:mulliken_charge:R:1
Dy -0.02107 -1.50122 -1.44713 1.29
C 5.73009 -0.18839 -0.82580 -0.91
S 4.62408 0.26472 0.56294 0.08
C 3.01142 -0.05523 -0.12035 0.56
S 2.72936 -1.11010 -1.43534 -0.22
N 2.01516 0.48500 0.59793 -0.79
N 0.77944 0.01071 0.30328 0.13
C -0.11980 0.53802 1.10266 -0.38
C -1.52968 0.25636 0.97514 0.81
C -2.45176 0.81519 1.88306 -0.62
C -3.78356 0.58225 1.74500 -0.37
C -4.24172 0.04746 0.53446 -0.58
C -3.30543 -0.44156 -0.31372 -0.05
N -1.97739 -0.42109 -0.10481 -0.22
H 6.71346 0.07943 -0.47680 0.34
H 5.61321 0.40241 -1.76177 0.34
H 5.68442 -1.26420 -0.98562 0.35
H 0.28194 1.17915 1.90684 0.41
H -2.03025 1.32293 2.76389 0.31
H -4.51883 0.93650 2.44162 0.44
H -5.31270 -0.07780 0.21790 0.34
H -3.62642 -0.84189 -1.27374 0.45
N -1.98414 -0.84805 -2.69815 -0.45
C -2.27985 -0.17059 -3.59149 -0.27
```

---

Record 6
The molecule C3H6N2OS2. Source: the OMol25 dataset; level of theory: the ωB97M-V functional and the def2-TZVPD basis.

Results
SMILES   [H]/N=C(\NS)SC(C)=O
Energy relative to the best compared isomer or geometry (same formula, charge and spin)   390.4 kJ/mol
Spin multiplicity   1
E_LUMO   -0.41 eV
Net charge   0
Molar mass   150.228 u

Structure (XYZ):
```
14
Properties=species:S:1:pos:R:3:nbo_charge:R:1
C -0.73872 -2.64459 0.93483 -0.79
C -0.69512 -1.29994 0.68115 0.44
C 1.06801 0.96494 0.35081 0.31
H -1.81388 -2.99700 0.96277 0.26
H -0.44277 -2.94254 1.93266 0.28
H -0.40958 -3.33523 0.09622 0.29
H 2.18025 2.39985 0.98907 0.34
H 0.19044 2.74829 -0.44172 0.41
H -1.62956 0.41534 -0.66080 0.21
N 1.88463 1.32819 1.24830 -0.67
N 0.38156 1.77044 -0.56876 -0.76
O -1.62855 -0.37809 0.44754 -0.61
S 0.99366 -0.86688 0.20195 0.25
S -0.91334 1.04957 -1.64046 0.04
```

---

What is the formula in the second record?
C36H40N6O6PtS